The following is a DFT calculation (ωB97M-V/def2-TZVPD) of a molecular structure, C14H23Br12Cl3O9 at a distorted geometry.

XYZ file:
```
61
Properties=species:S:1:pos:R:3:forces:R:3
C 7.77266 16.33637 7.20792 0.482 0.829 -0.877
O 8.54702 15.58361 8.15199 -0.592 -0.378 -0.224
C 8.99104 14.36055 7.83086 -0.213 -1.010 -1.437
O 8.75799 13.71505 6.81096 0.270 1.628 1.431
O 9.73396 13.94638 8.85535 -0.135 0.046 -0.050
C 10.48385 12.73828 8.65873 -0.949 -1.092 0.058
H 7.12689 15.75707 6.55347 -0.115 -0.575 0.450
H 8.49763 16.81032 6.48287 -0.739 -0.001 0.961
H 7.16621 17.07822 7.79168 0.835 -0.737 -0.660
H 10.13259 11.95839 9.37842 0.327 0.825 -0.365
H 11.52091 12.98134 8.81498 0.376 -0.005 0.020
H 10.27968 12.32881 7.65654 0.259 0.349 0.356
C 10.17121 8.62092 9.43648 -1.489 3.395 0.351
O 9.79182 9.54346 8.37386 -0.108 -0.099 -1.760
C 10.52770 9.45619 7.15759 -2.959 -0.170 4.071
O 11.47559 8.75580 7.09954 1.324 -0.096 -1.535
O 9.82294 10.20258 6.31356 1.411 0.182 -1.869
C 10.47967 10.47033 5.00331 -0.029 1.675 1.475
H 10.46808 7.75102 9.01063 0.752 -2.882 -0.928
H 9.33034 8.55400 10.17191 0.661 0.017 -0.950
H 10.98885 9.14825 9.85808 0.943 -0.161 1.050
H 11.26544 11.23253 5.15083 -0.516 -0.045 0.180
H 9.73536 10.87514 4.31550 -0.042 -0.401 0.315
H 11.01506 9.63892 4.65724 0.179 -1.553 -0.546
C 12.18992 18.28313 7.10052 1.164 0.261 -0.534
O 12.15728 17.41249 5.92448 -0.411 2.080 1.206
C 11.63744 16.24282 6.14245 1.059 -1.031 -1.392
O 11.44677 15.70476 7.18699 -0.599 -0.467 1.722
O 11.53037 15.67923 4.95291 -0.394 -0.018 -0.730
C 11.48279 14.26017 4.84916 -1.305 0.197 1.458
H 11.30000 18.26650 7.72509 0.047 -0.509 -0.224
H 12.26611 19.27406 6.65378 0.158 -0.003 0.204
H 13.11267 18.04470 7.67409 -0.830 0.215 -0.246
H 10.42637 13.94568 4.65094 1.027 0.006 0.452
H 11.95267 13.81693 5.74303 -0.662 -0.036 -0.192
H 12.11314 14.07386 4.04442 0.868 -0.678 -1.658
C 6.81370 11.39727 12.14683 0.496 -0.182 1.507
Br 8.60993 10.77646 12.32102 0.618 -0.444 -0.032
Br 6.89649 13.14943 11.46106 -0.467 0.580 -0.210
Br 5.95276 11.25597 13.90480 -0.024 0.262 -0.426
H 6.30494 10.68702 11.54754 -0.521 -0.133 -0.844
C 6.83948 10.18883 7.07689 -1.371 0.058 0.533
Br 5.62005 10.96786 5.79716 0.020 -0.182 -0.175
Br 6.12880 8.51667 7.79950 0.307 0.278 -0.325
Br 7.08214 11.43584 8.49930 0.122 0.046 0.280
H 7.75281 10.01084 6.57167 0.680 -0.237 -0.130
C 9.81169 17.03952 10.30272 0.700 0.601 1.661
Br 8.69361 16.59139 11.81913 -0.153 -0.067 -0.285
Br 11.58728 17.44308 11.00477 0.084 -0.041 -0.211
Br 9.16242 18.53801 9.34085 -0.265 0.155 -0.111
H 9.93202 16.16160 9.72720 -0.136 -0.515 -0.789
C 12.97072 12.54400 12.25265 -0.259 -1.099 0.133
Br 11.43340 13.65869 12.16576 0.128 0.561 -0.524
Br 12.58848 10.85643 11.36586 -0.013 -0.149 -0.045
Br 13.38265 12.26707 14.08117 0.347 -0.228 0.774
H 13.90491 12.82094 11.79880 -0.228 0.956 -0.372
C 14.39607 15.04755 9.02271 -1.793 -0.021 0.739
Cl 14.52535 13.40616 8.42820 0.688 -0.358 -0.347
Cl 15.16279 16.30428 8.10124 0.164 -0.146 -0.552
Cl 14.90992 15.18955 10.70338 0.207 -0.170 0.286
H 13.29798 15.15378 9.03333 0.614 0.714 -0.119
```
Forces are in eV/Å.

Output
Maximum force in eV/Å: 5.035
LUMO level in eV: 0.045
Multiplicity: 1
HOMO-LUMO gap in eV: 9.962
HOMO level in eV: -9.918

=====

The following is a DFT calculation (ωB97M-V/def2-TZVPD) of a molecular structure, C14H23BrN3NaO3 at a distorted geometry.

XYZ file:
```
45
Properties=species:S:1:pos:R:3:forces:R:3
Na 0.42156 1.33409 -0.09570 0.817 -0.366 1.233
N -1.06126 -2.36544 -0.50624 0.094 -0.013 0.089
C -2.11134 -1.58965 0.14656 -0.135 0.122 0.019
C -1.72880 -1.29439 1.59176 -0.146 -0.076 -0.018
N -0.50574 -0.50919 1.59048 0.119 0.000 -0.038
C 0.15918 -0.41431 2.87928 0.055 -0.030 0.052
C 1.21424 0.68099 2.84037 -0.076 0.086 -0.022
N 2.10808 0.44408 1.70095 0.048 -0.012 -0.225
H -0.96259 -2.09262 -1.47387 0.034 0.036 -0.016
H -1.23263 -3.35903 -0.45017 -0.015 -0.021 -0.064
H -3.09402 -2.07259 0.10196 0.017 -0.029 0.097
H -2.18287 -0.64113 -0.38744 -0.041 -0.098 0.066
H -1.61320 -2.24120 2.14672 0.025 0.012 -0.014
H -2.52777 -0.72979 2.08198 0.011 0.019 0.001
H 0.10837 -0.97670 0.92776 -0.003 -0.047 0.000
H 0.61696 -1.37159 3.18867 -0.009 0.043 -0.035
H -0.57458 -0.16773 3.64985 -0.039 0.041 -0.037
H 1.74047 0.74739 3.79964 -0.028 -0.094 -0.005
H 0.70108 1.62998 2.67080 0.038 0.017 0.055
H 2.49970 -0.49015 1.75526 0.037 0.017 -0.040
H 2.89014 1.08620 1.67458 -0.019 0.044 0.154
Br -0.93602 2.62570 -5.07966 0.024 0.002 0.009
C -2.37490 2.54563 -3.84842 0.002 0.035 -0.041
C -3.62587 2.96011 -4.28184 -0.024 0.013 0.000
C -4.70718 2.89882 -3.41795 0.004 -0.006 0.043
C -4.53481 2.41171 -2.12893 0.000 0.000 -0.047
C -3.28159 1.99034 -1.71814 -0.001 -0.036 0.060
C -2.17883 2.05800 -2.56641 -0.054 0.038 -0.044
C -0.83630 1.63515 -2.01123 -0.364 0.030 -0.566
O 0.02489 2.52807 -1.86115 0.049 0.256 -0.339
O -0.72641 0.44334 -1.64005 -0.273 -0.198 -0.458
H -3.74751 3.32895 -5.29051 0.005 -0.010 -0.020
H -5.68245 3.22414 -3.75498 -0.005 0.005 -0.010
H -5.37685 2.34598 -1.45253 -0.014 0.015 0.012
H -3.13915 1.59074 -0.72000 0.002 -0.002 -0.004
C -2.57963 4.30369 1.45884 -0.026 0.055 -0.062
C -1.25248 3.97608 0.83860 -0.041 -0.169 -0.018
C -0.60666 5.00797 -0.03922 -0.032 0.027 0.046
O -0.73043 2.89383 1.03804 -0.067 0.302 0.178
H -2.50128 5.22270 2.04269 0.007 0.012 0.021
H -2.92343 3.48229 2.08146 -0.008 0.006 0.011
H -3.29887 4.50125 0.65996 -0.014 -0.027 0.007
H -1.29409 5.81049 -0.30018 -0.001 -0.001 -0.007
H -0.23216 4.50703 -0.93213 0.015 0.007 -0.027
H 0.23889 5.43878 0.50125 0.034 -0.007 0.004
```
Forces are in eV/Å.

Output
Maximum force in eV/Å: 1.524
LUMO level in eV: 0.123
Multiplicity: 1
HOMO-LUMO gap in eV: 8.651
Energy relative to the best compared isomer or geometry (same formula, charge and spin) in eV: 0.000
HOMO level in eV: -8.528

=====

The following is a DFT calculation (ωB97M-V/def2-TZVPD) of 2 unconnected molecules or ions with the total composition C14H23BrN5O3P at a distorted geometry.

XYZ file:
```
47
Properties=species:S:1:pos:R:3:forces:R:3
C 3.15593 -2.86570 0.05854 0.257 -0.046 0.249
N 3.74364 -1.64393 -0.50287 -0.252 -0.157 -0.031
C 2.91811 -0.98686 -1.47534 0.417 0.604 -0.104
C 1.51958 -0.58980 -0.95420 -0.101 -0.993 0.236
C 1.43378 -0.11020 0.49828 -0.277 0.883 -0.301
N 0.61369 1.14908 0.43262 0.883 -0.258 -0.968
C 0.28425 1.34911 -0.89162 0.191 0.391 0.080
N -0.41721 2.42802 -1.20430 -0.001 0.025 0.028
Br -0.62014 2.99586 -2.95001 0.135 0.076 -0.035
C -1.05450 3.31944 -0.20875 -0.141 0.276 -0.240
C -2.57168 3.09208 -0.11094 0.124 -0.299 -0.046
C -3.12137 2.84033 1.27950 0.158 0.111 0.084
C -2.36930 2.28908 2.31512 -0.074 0.020 -0.118
C -2.94760 2.03787 3.55319 0.099 -0.077 0.037
C -4.28162 2.32772 3.77227 -0.206 0.093 -0.024
C -5.03751 2.88747 2.74874 0.039 -0.102 0.063
C -4.45829 3.13850 1.51465 -0.198 0.050 0.064
N 0.77580 0.44496 -1.76550 -0.886 -0.598 0.594
P -0.34170 -0.48734 -2.79521 0.137 -0.378 -0.830
N 0.25920 -1.41606 -3.85362 0.199 0.548 0.509
H 2.11764 -2.74937 0.39658 -0.013 -0.080 -0.023
H 3.18957 -3.70603 -0.63333 -0.025 0.105 0.011
H 3.73317 -3.15934 0.93434 -0.012 -0.128 -0.137
H 4.07633 -1.02744 0.22349 0.017 0.111 -0.081
H 2.78381 -1.66886 -2.31947 -0.040 0.048 0.017
H 3.43441 -0.09750 -1.85669 -0.057 0.000 0.055
H 0.93234 -1.51443 -0.99112 -0.046 0.072 -0.119
H 0.92160 -0.84181 1.11485 0.225 0.058 0.201
H 2.39550 0.18712 0.91221 0.035 -0.438 0.085
H 1.20266 1.93181 0.70509 -0.471 0.159 0.561
H -0.54861 3.20231 0.74191 -0.044 -0.081 0.013
H -0.85593 4.33038 -0.56514 0.079 -0.038 0.134
H -3.08133 3.94323 -0.56340 -0.073 -0.043 0.073
H -2.82313 2.22558 -0.73399 0.014 0.057 -0.002
H -1.32915 2.02632 2.16709 -0.007 -0.028 -0.001
H -2.35422 1.60368 4.34933 0.003 0.014 -0.070
H -4.74137 2.11899 4.73104 0.068 0.028 -0.041
H -6.08187 3.11796 2.91717 0.025 0.015 -0.045
H -5.06312 3.56520 0.72044 0.062 0.006 0.032
H -1.11458 -1.09134 -1.78522 -0.003 0.034 0.081
H -1.21504 0.46851 -3.31306 -0.082 0.115 0.222
H 1.26196 -1.46976 -3.95600 -0.062 -0.314 -0.231
C 2.75633 -6.54815 -0.36620 -0.034 -0.090 -0.105
O 2.10924 -7.39584 -1.00341 0.077 0.049 0.034
O 4.17212 -6.63525 -0.53422 -0.210 0.020 -0.003
O 2.39132 -5.62776 0.37925 -0.018 0.184 0.090
H 4.24726 -7.38785 -1.13208 0.090 -0.003 0.001
```
Forces are in eV/Å.

Output
Maximum force in eV/Å: 1.335
LUMO level in eV: -2.154
Multiplicity: 1
HOMO-LUMO gap in eV: 4.040
HOMO level in eV: -6.194

=====

The following is a DFT calculation (ωB97M-V/def2-TZVPD) of a molecular structure, C14H23ClIO2P2Ti at a distorted geometry.

XYZ file:
```
44
Properties=species:S:1:pos:R:3:forces:R:3
C 4.79604 -4.43604 0.23632 -0.858 -0.735 0.331
C 4.87085 -3.16007 -0.39183 3.564 4.777 -2.131
H 5.79471 -4.91982 0.27383 -0.323 0.471 -0.249
H 4.07712 -5.04254 -0.34524 0.244 0.044 0.294
H 4.40027 -4.28618 1.25735 0.102 -0.088 -0.333
O 5.30856 -2.20219 -0.88770 -2.589 -4.496 2.135
I 2.29255 -1.87167 0.88899 1.438 -0.272 0.264
Ti 0.01747 -1.12105 0.12148 -1.898 -1.194 2.047
P -0.35505 -1.15976 -2.22374 -0.467 0.495 -1.521
C -0.26381 0.36832 -3.21213 0.123 -0.055 -0.113
C 0.79939 -2.27692 -3.06057 0.234 -0.258 -0.092
H -2.27277 -2.60076 -1.83219 0.031 0.122 -0.240
H -1.94680 -2.30706 -3.57192 -0.246 0.135 0.208
H -2.77008 -1.05429 -2.57927 0.228 -0.187 -0.021
C -2.00581 -1.84231 -2.57890 -0.083 -0.205 0.044
H 1.15189 -3.05182 -2.36929 -0.108 0.093 -0.246
H 0.27971 -2.74529 -3.90788 0.296 0.103 0.155
H -0.31200 0.08103 -4.27177 0.003 0.235 0.207
H 0.69042 0.87384 -3.01111 -0.227 -0.096 -0.151
H 1.65851 -1.69643 -3.42141 -0.175 -0.197 0.068
H -1.08556 1.05402 -2.97548 0.279 -0.244 -0.126
C 0.71241 0.86709 0.16966 3.801 4.902 -0.206
O 1.32039 1.86827 0.17319 -3.082 -4.266 0.051
Cl -1.27792 -2.68860 1.18107 0.403 0.676 -0.611
C -3.57317 -0.34610 0.59495 -0.115 -0.184 -0.248
P -1.95232 0.45861 0.50515 -1.010 0.568 1.103
C -2.23982 1.84056 -0.63941 0.170 -0.036 -0.225
C -1.85240 1.27668 2.14004 0.215 0.215 -0.507
C -0.83420 0.92741 3.02458 0.070 0.252 0.245
C -0.67417 1.64467 4.21159 -0.246 0.137 0.031
C -1.53956 2.70478 4.51066 0.116 -0.169 -0.088
C -2.56277 3.05084 3.62557 -0.143 -0.278 -0.270
C -2.72825 2.33350 2.43664 0.103 0.130 0.138
H -3.76671 -0.85842 -0.35331 -0.205 0.010 0.231
H -4.33423 0.42597 0.77749 0.185 -0.241 -0.099
H -3.57175 -1.06861 1.41710 -0.026 0.144 -0.233
H -1.32963 2.45087 -0.72558 -0.355 -0.066 -0.074
H -3.05961 2.45613 -0.25243 0.229 -0.116 -0.228
H -2.52034 1.43658 -1.62167 -0.015 0.255 0.273
H -0.15417 0.10177 2.78781 -0.187 0.211 0.160
H 0.12196 1.38419 4.90474 -0.162 0.032 -0.126
H -1.41871 3.26813 5.43896 0.009 -0.220 -0.328
H -3.24335 3.87403 3.84983 0.255 -0.252 -0.014
H -3.52665 2.62190 1.73534 0.421 -0.155 0.491
```
Forces are in eV/Å.

Output
Maximum force in eV/Å: 6.330
LUMO level (alpha / beta) in eV: -8.004 / -7.969
Multiplicity: 2
HOMO-LUMO gap (alpha / beta) in eV: 6.466 / 6.499
Charge: +2
HOMO level (alpha / beta) in eV: -14.469 / -14.468

=====

The following is a DFT calculation (ωB97M-V/def2-TZVPD) of a molecular structure, C14H23F6IrN8O4S2.

XYZ file:
```
58
Properties=species:S:1:pos:R:3:forces:R:3
Ir -0.22620 -0.82126 0.26771 0.439 -0.123 -0.536
F 2.15669 -3.80079 1.98594 0.039 -0.080 -0.022
C 1.55965 -3.61142 3.15253 -0.001 0.061 -0.034
F 2.42819 -3.66609 4.13027 0.038 -0.068 -0.019
F 0.60574 -4.50592 3.32016 -0.014 -0.051 0.028
S 0.80237 -1.88312 3.16882 -0.010 0.217 0.154
O 1.21357 -1.31170 1.84115 -0.192 0.028 -0.017
O 1.29944 -1.20311 4.30444 -0.063 0.013 -0.109
N -0.77317 -2.05668 3.23586 0.019 -0.120 -0.032
S -1.55878 -2.47291 1.96049 0.300 -0.231 -0.089
O -2.19353 -1.29979 1.30302 0.293 0.064 -0.086
O -0.75041 -3.19479 0.97054 -0.280 -0.016 0.206
C -2.93256 -3.57991 2.54995 0.068 0.200 -0.030
F -3.46638 -4.09716 1.46491 -0.113 -0.056 0.011
F -2.40725 -4.50491 3.31333 -0.037 -0.076 0.026
F -3.79361 -2.83907 3.20505 -0.081 -0.062 0.057
C 0.62179 4.06105 3.75476 0.047 0.037 -0.036
C -0.27942 4.89453 2.84637 -0.058 -0.125 0.030
C -1.75767 4.59764 3.08310 0.014 -0.006 -0.007
C 0.08308 4.75761 1.36637 -0.074 -0.021 0.139
N 0.00909 3.35338 0.89856 -0.107 0.253 -0.131
C 0.86589 2.35468 1.08675 0.036 -0.058 0.085
N 0.37115 1.30395 0.46792 -0.426 -0.163 -0.106
N -0.80946 1.68564 -0.07290 0.104 0.368 -0.028
N -1.03699 2.91687 0.17884 0.307 -0.169 0.129
H 0.44197 4.32258 4.79629 -0.005 -0.007 -0.006
H 1.68336 4.23845 3.55590 -0.049 -0.022 0.013
H 0.41357 2.98954 3.66553 0.000 0.033 0.007
H -0.09256 5.94816 3.06220 -0.018 0.063 0.018
H -2.01462 3.57199 2.79845 0.025 0.029 0.030
H -2.39659 5.27529 2.51535 0.000 -0.023 0.006
H -2.00174 4.71084 4.13873 0.000 0.005 -0.018
H 1.08998 5.11762 1.16351 0.051 -0.099 -0.036
H -0.62094 5.30294 0.74400 0.003 0.012 -0.078
H 1.79017 2.40445 1.64003 -0.044 0.024 -0.040
C -0.56053 0.13329 -5.20908 0.002 -0.024 0.073
C -0.70382 1.01218 -3.98422 -0.008 -0.010 -0.030
N -0.49475 0.19003 -2.78623 -0.002 -0.077 0.012
C 0.26333 -0.90218 -2.75710 0.032 -0.063 0.095
N 0.41154 -1.54969 -1.53607 -0.361 0.206 0.498
C 1.10035 -2.85071 -1.47631 0.193 -0.021 0.073
C 1.20842 -3.52294 -2.82354 -0.123 0.044 -0.028
C 1.74374 -2.52775 -3.82149 -0.003 0.029 -0.049
N 0.87261 -1.33824 -3.84437 0.125 -0.106 -0.063
C 0.75618 -0.61153 -5.12396 -0.029 -0.015 -0.057
H -0.57461 0.74109 -6.11140 -0.012 0.001 -0.006
H -1.39052 -0.57324 -5.26397 0.009 0.009 -0.016
H -1.69282 1.45767 -3.91729 -0.036 -0.022 0.022
H 0.03061 1.81881 -3.99958 0.016 0.025 0.030
H -1.00971 0.42443 -1.95167 -0.001 0.132 0.006
H 0.57362 -3.47543 -0.75962 -0.071 0.008 0.006
H 2.09280 -2.66869 -1.04620 0.002 0.051 -0.069
H 0.22868 -3.88231 -3.14584 0.023 -0.022 -0.017
H 1.87295 -4.38212 -2.75342 0.000 -0.005 0.026
H 1.74190 -2.94377 -4.82489 -0.006 0.023 -0.052
H 2.76708 -2.22700 -3.58694 0.015 0.032 0.017
H 0.83491 -1.34991 -5.91853 -0.001 -0.031 0.012
H 1.60424 0.06942 -5.22219 0.026 0.006 0.037
```
Forces are in eV/Å.

Output
Maximum force in eV/Å: 0.704
LUMO level (alpha / beta) in eV: -5.431 / -9.397
Multiplicity: 5
HOMO-LUMO gap (alpha / beta) in eV: 10.719 / 6.717
Energy relative to the best compared isomer or geometry (same formula, charge and spin) in eV: 0.574
Charge: +2
HOMO level (alpha / beta) in eV: -16.150 / -16.115

=====

Which of these has the highest multiplicity? C14H23F6IrN8O4S2